{"formula": "C21H17F6N4PPdS2", "method": "ωB97M-V/def2-TZVPD", "homo_lumo_gap_ev": [7.952, 4.271], "de_lowest_kcal_mol": 0.00, "s2": 3.76, "multiplicity": 4, "charge": 1, "total_energy_ha": -2894.204605, "symbols": ["Pd", "S", "C", "C", "C", "C", "C", "C", "N", "C", "C", "C", "C", "C", "C", "C", "H", "H", "H", "H", "H", "H", "H", "H", "N", "C", "S", "N", "C", "C", "C", "C", "C", "C", "H", "H", "H", "H", "H", "H", "H", "H", "F", "P", "F", "F", "F", "F", "F", "N", "C", "H"], "xyz": [[0.45815, -0.12322, 0.51486], [-1.75336, -3.34073, 2.87783], [-1.24585, -2.21258, 4.09724], [-1.38623, -2.29797, 5.47900], [-0.85383, -1.27928, 6.24254], [-0.18833, -0.19978, 5.64780], [-0.05575, -0.11054, 4.27886], [-0.60246, -1.12692, 3.49832], [-0.55884, -1.21493, 2.11660], [-1.09266, -2.31428, 1.66436], [-1.06324, -2.60930, 0.22883], [-1.54317, -3.80580, -0.29423], [-1.45547, -4.04892, -1.65605], [-0.89388, -3.09782, -2.49382], [-0.41425, -1.89712, -1.97417], [-0.47991, -1.65507, -0.61499], [-1.88441, -3.13937, 5.94063], [-0.93918, -1.32327, 7.31961], [0.24337, 0.56672, 6.27677], [0.49676, 0.69625, 3.81537], [-1.97713, -4.55316, 0.35992], [-1.82530, -4.98016, -2.06230], [-0.82711, -3.28563, -3.55762], [0.00395, -1.16779, -2.65919], [3.77606, 2.21122, -0.34175], [2.72607, 2.14103, -1.11656], [1.90701, 0.60599, -1.37560], [2.25295, 3.18655, -1.78426], [2.77748, 4.52375, -1.70838], [1.91135, 5.55748, -1.38446], [2.39470, 6.85533, -1.33863], [3.73426, 7.10997, -1.60006], [4.58954, 6.06854, -1.92785], [4.11256, 4.76713, -1.99676], [4.05689, 1.40790, 0.21662], [4.21482, 3.10347, -0.15788], [1.43520, 3.04036, -2.35759], [0.86970, 5.34776, -1.17547], [1.72454, 7.66822, -1.09510], [4.10939, 8.12310, -1.55707], [5.62901, 6.26677, -2.15013], [4.76756, 3.96048, -2.30243], [2.27044, -1.46153, 2.03224], [3.43406, -0.34549, 2.16045], [3.54204, -0.38402, 0.48338], [2.24274, 0.82714, 1.95218], [4.55894, -1.43968, 2.25719], [4.50777, 0.85902, 2.12803], [3.24601, -0.23761, 3.72365], [-1.01068, 2.68467, 1.22908], [-0.55009, 1.68661, 0.88553], [-1.40500, 3.55201, 1.53637]], "forces_ev_per_a": [[0.048, 0.116, 0.011], [-0.011, -0.001, -0.004], [-0.004, 0.013, 0.002], [0.005, -0.004, 0.004], [-0.005, 0.003, 0.000], [-0.005, -0.005, 0.003], [0.016, 0.005, -0.009], [-0.023, -0.009, 0.004], [0.033, -0.080, 0.005], [-0.003, 0.053, -0.007], [-0.002, -0.034, -0.014], [-0.011, -0.001, -0.010], [-0.004, 0.004, 0.011], [-0.005, 0.011, -0.001], [-0.038, 0.016, -0.038], [-0.114, 0.066, 0.096], [-0.001, 0.000, 0.000], [-0.001, -0.001, 0.000], [-0.001, 0.003, -0.002], [-0.016, 0.003, 0.000], [-0.004, -0.002, -0.001], [-0.003, 0.000, -0.001], [-0.006, -0.002, -0.001], [0.018, 0.003, 0.011], [-0.106, 0.014, 0.066], [0.148, -0.052, -0.019], [0.081, -0.011, 0.094], [-0.114, 0.008, -0.003], [0.008, 0.040, -0.007], [0.011, -0.019, 0.026], [0.014, 0.007, -0.002], [-0.017, -0.008, 0.006], [0.009, -0.006, 0.000], [0.014, 0.021, -0.053], [-0.003, 0.012, 0.000], [-0.020, -0.002, -0.037], [0.019, 0.000, -0.016], [0.004, -0.005, 0.001], [0.002, 0.000, 0.003], [0.000, 0.000, -0.001], [-0.001, 0.002, 0.000], [-0.011, -0.005, 0.006], [0.031, 0.039, -0.023], [-0.110, -0.005, 0.120], [0.076, 0.014, -0.045], [0.057, -0.065, -0.055], [0.015, 0.009, -0.010], [0.059, -0.017, 0.000], [0.023, 0.016, -0.018], [-0.002, 0.026, -0.059], [0.003, -0.125, -0.084], [-0.055, -0.044, 0.050]]}